1.
A molecular structure, C22H25FN6O5PdSe at a distorted geometry, computed with ωB97M-V with the def2-TZVPD basis set.

Calculated values
HOMO-LUMO gap (alpha / beta) ... 4.89 / 4.88 eV
Net charge ... +2

CARTESIAN COORDINATES (ANGSTROEM)
H -6.0112 -4.4596 -1.2428
H 3.0504 4.8587 -1.5099
H 3.2111 1.6535 0.0386
H 6.7285 -2.2954 -0.3125
C -5.5494 -2.6706 -0.1767
C 1.5693 3.8344 -0.2347
H 7.3601 -0.9919 1.7220
Se -2.3991 -0.0095 3.0448
C -4.1735 -0.2464 2.9423
C 6.4044 0.2120 0.3159
H 5.7336 -0.7831 1.9933
C 6.0929 -2.1984 0.5701
C 2.8470 -0.4173 -0.1349
N 4.1903 -0.7532 0.0255
C -3.0312 2.6175 -0.2045
C -7.7074 -1.8473 -1.3208
H 4.4368 -2.7555 -0.6836
H 4.8471 0.9782 -0.9642
C 5.2226 0.0090 -0.6481
O -6.6672 0.6699 -0.8861
H 6.2966 1.1338 0.8888
N 6.4435 -0.9349 1.2651
O -3.9964 1.8554 0.1006
N 0.7225 2.6653 -0.2111
C 4.5996 -2.1441 0.2121
Pd -3.8725 -0.1995 0.7713
H -7.7489 -2.8378 -1.7597
H 0.9456 4.7159 -0.3038
H 7.3401 0.2608 -0.2428
H 3.3019 3.0835 -1.4400
H -6.8954 -4.2712 0.2704
H 3.2272 3.2303 1.1535
H 5.5484 -0.5205 -1.5529
C 2.4467 0.9179 -0.1077
C -0.5938 2.9366 -0.1903
O -2.1346 -0.2874 -0.6065
H 2.9747 4.9972 1.0110
N -4.4478 -2.2688 0.3516
O -3.1168 3.7978 -0.4686
H 6.2914 -3.0538 1.2187
F 2.1042 -2.6886 -0.2795
C -1.3036 0.6351 -0.4197
H -5.1728 -4.6993 0.2943
C 2.8839 3.9492 -0.9519
H 4.0146 -2.5752 1.0281
C -6.3909 -1.5898 -0.6898
C -1.6070 2.0208 -0.2543
O -3.5057 -2.7800 0.9915
H -8.4919 -1.7621 -0.5655
H -7.9119 -1.0915 -2.0773
H -0.2556 -1.7614 -0.4727
H -0.8885 3.9763 -0.1233
N -5.3206 -0.4040 2.8150
C 0.1216 0.3365 -0.3517
C 1.8193 -1.3744 -0.2559
C -5.9336 -4.1118 -0.2139
H -6.1764 1.4739 -0.6246
C 0.5073 -1.0069 -0.3663
C 1.1146 1.3363 -0.2304
C 2.8380 4.0319 0.5468
N -5.9292 -0.3967 -0.4926

How positive or negative is each atom? The Mulliken charges in e answer that:
1. H 0.39
2. H 0.33
3. H 0.36
4. H 0.35
5. C 0.13
6. C -0.10
7. H 0.36
8. Se 0.11
9. C 0.33
10. C -0.81
11. H 0.38
12. C -0.79
13. C -1.28
14. N 0.15
15. C 0.17
16. C -1.43
17. H 0.44
18. H 0.25
19. C -0.41
20. O -0.47
21. H 0.46
22. N -0.10
23. O -0.52
24. N 0.11
25. C -0.79
26. Pd 0.25
27. H 0.39
28. H 0.45
29. H 0.37
30. H 0.15
31. H 0.38
32. H 0.15
33. H 0.34
34. C -0.01
35. C -0.15
36. O -1.13
37. H 0.35
38. N 0.60
39. O -0.65
40. H 0.39
41. F -0.33
42. C 1.44
43. H 0.35
44. C -0.52
45. H 0.52
46. C 0.94
47. C 0.20
48. O -0.53
49. H 0.33
50. H 0.46
51. H 0.62
52. H 0.51
53. N -0.25
54. C 0.62
55. C 0.59
56. C -1.50
57. H 0.45
58. C -1.01
59. C -0.24
60. C -0.57
61. N 0.44

***

2.
C22H25N3O3 in the gas phase at a distorted geometry, computed with ωB97M-V with the def2-TZVPD basis set.

Calculated values
HOMO-LUMO gap ... 8.33 eV
SMILES ... CC(C)Oc1cccc(C(=O)[C@@H]2CCCN(Cc3ccc4nonc4c3)C2)c1

CARTESIAN COORDINATES (ANGSTROEM)
H 2.9110 0.4192 1.7523
C 6.0077 1.4915 -0.2607
C 6.7452 0.2993 -0.1108
C -3.9977 -2.1967 -0.3247
H 0.5722 1.7438 -1.3965
H 4.2116 -2.0282 -0.4270
C -0.5206 0.0994 1.4406
H -7.6883 -1.2314 0.8973
C -5.2584 -1.6617 -0.1121
H -8.4628 0.1680 -1.7154
C 2.5213 0.1199 -0.7766
H 2.1261 -0.9025 -0.6635
H 2.3462 0.4300 -1.8128
C 4.6696 1.3693 -0.4675
C -5.4198 -0.2808 -0.0246
C -3.0291 -0.0040 -0.3505
H -9.2452 -1.2700 -1.0421
H 4.0499 2.2456 -0.5790
H -0.3037 -0.4631 -0.6338
O -2.0750 2.1039 -0.7936
C 0.8794 -0.3355 1.8669
N 7.0048 -1.9096 -0.0005
H 6.5062 2.4453 -0.2109
H -9.7672 0.1267 1.0641
C 0.5548 1.4976 -0.3325
C -1.8975 0.9552 -0.4551
H -8.4293 0.8831 1.9434
C -4.2942 0.5329 -0.1544
H -0.8109 0.9902 2.0037
O 8.1566 -1.2581 0.1586
H -6.0982 -2.3322 -0.0198
C 4.6921 -1.0638 -0.3855
O -6.5832 0.3731 0.1962
N 8.0269 0.0655 0.0969
N 1.8818 1.0982 0.0835
C 1.9013 0.7446 1.4909
H -7.5779 -1.3544 -1.6268
C -0.5262 0.4400 -0.0572
C -2.8846 -1.3893 -0.4408
H -1.9223 -1.8393 -0.6253
C -7.8154 -0.3340 0.2742
H 1.1378 -1.2771 1.3771
H -1.2477 -0.6867 1.6554
C 4.0067 0.1072 -0.5329
H -3.8911 -3.2691 -0.4008
H 1.6806 1.6562 2.0551
H 0.9084 -0.5026 2.9444
C 6.0816 -0.9822 -0.1746
H -8.9118 1.5134 0.3682
H 0.2955 2.4096 0.2136
C -8.7995 0.6087 0.9593
C -8.3069 -0.7274 -1.1187
H -4.4125 1.6034 -0.0921

How positive or negative is each atom? The Mulliken charges in e answer that:
1. H 0.45
2. C -0.83
3. C 0.98
4. C -1.34
5. H 0.44
6. H 0.45
7. C -0.81
8. H 0.29
9. C -0.27
10. H 0.34
11. C -0.56
12. H 0.21
13. H 0.50
14. C -0.47
15. C 0.61
16. C 0.75
17. H 0.39
18. H 0.43
19. H 0.23
20. O -0.62
21. C -0.65
22. N -0.64
23. H 0.41
24. H 0.42
25. C -1.97
26. C -0.44
27. H 0.37
28. C -0.49
29. H 0.36
30. O -0.02
31. H 0.35
32. C -0.84
33. O -0.42
34. N -0.61
35. N 0.29
36. C -0.92
37. H 0.38
38. C 1.35
39. C -0.27
40. H 0.38
41. C 0.53
42. H 0.31
43. H 0.46
44. C 0.33
45. H 0.37
46. H 0.39
47. H 0.40
48. C 0.67
49. H 0.34
50. H 0.30
51. C -1.51
52. C -1.31
53. H 0.49